[1]
Density functional theory data (ωB97M-V with the def2-TZVPD basis set) for 3 unconnected molecules or ions with the total composition C18H34BF5N6O10PS2.

Geometry (Å):
C  3.8866  -0.6907  0.1209
C  2.4374  -1.0410  0.4833
C  1.6734  -1.6659  -0.6776
C  0.1657  -1.7049  -0.4719
N  -0.4032  -0.3428  -0.3658
C  -1.8667  -0.1852  -0.4005
B  -2.7594  -1.4264  0.1441
N  -2.4122  -2.0783  1.3783
O  -3.8404  -1.8049  -0.6338
C  -2.3201  0.2882  -1.8212
S  -2.0276  -0.6534  -3.3420
O  -2.0040  -2.0557  -3.0513
O  -2.9989  -0.0940  -4.2473
C  -0.3693  -0.1408  -4.0826
F  -0.6404  0.7746  -5.0210
F  0.4285  0.3985  -3.1523
C  0.3664  -1.3289  -4.7632
F  1.5501  -0.8918  -5.1614
F  0.5367  -2.3443  -3.9330
F  -0.3296  -1.7384  -5.8095
N  -1.7632  1.6552  -1.9247
S  -2.7236  2.8796  -2.7671
C  -1.5108  1.9816  -0.6179
N  -0.8170  3.0388  -0.2415
P  -0.0208  4.2211  -1.2900
N  0.8400  3.6867  -2.4480
N  -2.0275  1.1088  0.3397
C  -3.3961  1.5273  0.7446
C  -3.5608  1.5412  2.2788
C  -5.0344  1.4134  2.6572
O  -2.7191  0.6174  2.9225
H  4.1956  -1.1615  -0.8104
H  4.0063  0.3897  0.0247
H  4.5718  -1.0065  0.9062
H  2.4351  -1.7499  1.3160
H  1.9488  -0.1430  0.8618
H  1.9301  -1.2042  -1.6267
H  1.9992  -2.7082  -0.7465
H  -0.0025  -2.2618  0.4559
H  -0.2988  -2.2240  -1.3039
H  -0.1372  -0.0063  0.5553
H  -1.7127  -2.8048  1.2981
H  -3.2337  -2.4932  1.8045
H  -4.6953  -1.4451  -0.3756
H  -3.4085  0.3585  -1.9113
H  -3.5142  1.9829  -3.3675
H  -0.7244  3.1508  0.7630
H  -1.0733  5.0540  -1.6937
H  0.7099  4.9267  -0.3334
H  0.8729  2.6825  -2.5620
H  -4.1611  0.9376  0.2331
H  -3.5584  2.5593  0.4236
H  -3.2101  2.5214  2.6126
H  -5.2626  2.0345  3.5198
H  -5.6870  1.7121  1.8366
H  -5.2687  0.3830  2.9314
H  -3.1739  -0.2169  3.0733
C  2.5280  -6.4984  2.0484
C  2.1696  -5.9458  0.6785
O  2.9977  -4.7802  0.6009
C  4.0545  -4.9411  1.4408
O  4.9941  -4.2225  1.4785
O  3.8682  -6.0294  2.2186
H  2.5033  -7.5824  2.1054
H  1.9082  -6.0785  2.8424
H  2.4433  -6.6241  -0.1304
H  1.1236  -5.6683  0.5786
C  4.0245  4.8058  2.6132
C  2.5881  5.2383  2.3606
O  2.0568  4.0902  1.6748
C  2.8047  3.0041  2.0048
O  2.4897  1.8922  1.7324
O  3.9016  3.3762  2.6738
H  4.4398  5.1809  3.5429
H  4.6887  5.0613  1.7877
H  2.0245  5.3866  3.2820
H  2.5044  6.1226  1.7351

Computed properties:
- energy relative to the best compared isomer or geometry (same formula, charge and spin) (eV) = 0.000
- total charge = +1
- HOMO level (eV) = -12.17
- E_LUMO (eV) = -3.77
- E_tot (eV) = -93848.7489


[2]
Density functional theory data (ωB97M-V with the def2-TZVPD basis set) for 3 unconnected molecules or ions with the total composition C18H34BrNO5.

Geometry (Å):
C  -5.1296  -0.6954  4.6484
C  -4.6694  0.7302  3.9504
Br  -6.0564  2.1082  4.5182
C  -3.2278  1.1556  4.6046
C  -2.0813  1.6099  3.5163
C  -0.9630  2.3336  4.5279
O  -0.7600  3.6327  4.7629
O  -0.2629  1.1946  5.1676
C  -0.2113  0.1178  4.1258
C  -1.1538  0.4501  2.7880
C  -0.0773  0.9424  1.6370
C  -0.5387  0.5683  0.0919
O  0.6494  0.9031  -0.7614
C  -1.7828  1.4794  -0.4748
N  -2.5370  0.5882  -1.4816
H  -5.0808  -1.5047  3.7727
H  -4.3822  -1.0793  5.4721
H  -6.1940  -0.6572  5.1509
H  -4.6858  0.7221  2.7804
H  -3.4394  2.1159  5.2774
H  -2.7386  0.3534  5.3019
H  -2.5777  2.2775  2.6853
H  -0.4174  -0.9173  4.6798
H  0.9610  0.0473  3.9607
H  -1.6465  -0.6192  2.5933
H  0.1720  2.0944  1.7606
H  0.9546  0.3659  1.8022
H  -0.6935  -0.6022  -0.0579
H  1.4270  0.3238  -0.4573
H  -2.4942  1.9069  0.3594
H  -1.3287  2.3625  -1.1119
H  -3.3072  0.0713  -0.9880
H  -2.9527  1.1749  -2.2511
C  0.6889  -0.3171  -4.2495
C  1.1530  -1.6683  -4.7287
C  0.7610  -2.5654  -3.5749
O  -0.4045  -1.9847  -2.9736
C  -0.5817  -0.6644  -3.5051
H  0.5275  0.4034  -5.0553
H  1.4258  0.1036  -3.5551
H  0.5966  -1.9535  -5.6294
H  2.2207  -1.7107  -4.9585
H  1.5475  -2.6005  -2.8136
H  0.5396  -3.5876  -3.8951
H  -1.4432  -0.6895  -4.1814
H  -0.7965  0.0347  -2.6922
C  4.9826  -1.5468  -1.8766
C  5.4933  -0.7333  -3.0377
C  4.3000  0.1384  -3.3630
O  3.5941  0.3534  -2.1331
C  4.1167  -0.5450  -1.1446
H  5.7749  -1.9637  -1.2497
H  4.3657  -2.3745  -2.2462
H  6.3340  -0.1094  -2.7120
H  5.8243  -1.3374  -3.8862
H  3.6176  -0.3645  -4.0564
H  4.5892  1.1010  -3.7946
H  4.7067  0.0456  -0.4353
H  3.2925  -1.0183  -0.6039

Computed properties:
- energy relative to the best compared isomer or geometry (same formula, charge and spin) (eV) = 5.486
- total charge = 0
- HOMO level (eV) = -9.04
- E_LUMO (eV) = 0.46
- E_tot (eV) = -100980.7623


[3]
Density functional theory data (ωB97M-V with the def2-TZVPD basis set) for a molecular structure, C18H34F18K2O18P3.

Geometry (Å):
K  15.8493  6.1284  -23.3099
K  3.6944  10.6456  -21.4414
P  1.8131  3.2418  -24.0418
F  1.3959  1.8467  -24.6423
F  2.3934  3.7681  -25.4846
F  0.3653  3.7227  -24.4950
F  2.0885  4.7118  -23.3905
F  1.1348  2.7315  -22.6522
F  3.3654  2.7095  -23.5982
P  15.0097  1.5712  -26.7246
F  14.3668  1.8500  -25.2635
F  14.5903  3.1379  -27.0126
F  16.4471  2.1024  -26.2457
F  15.5259  1.2501  -28.2503
F  15.3775  -0.0014  -26.3320
F  13.4394  1.2075  -27.2061
P  9.6036  7.5289  -22.0460
F  9.9332  6.4079  -23.1285
F  10.6445  6.7688  -21.0734
F  10.9080  8.2895  -22.6657
F  9.3299  8.6410  -20.9232
F  8.4266  8.2039  -23.0831
F  8.4897  6.5218  -21.4201
C  8.6117  9.0207  -31.0782
C  8.4277  9.4087  -29.6386
O  7.9099  10.7077  -29.7144
C  8.1702  11.3109  -30.8754
O  8.1483  12.5685  -31.0858
O  8.5555  10.3026  -31.7734
H  7.8611  8.3673  -31.5229
H  9.5354  8.4476  -31.1575
H  9.3819  9.4249  -29.1119
H  7.7195  8.8732  -29.0063
C  8.3839  18.4731  -19.4204
O  8.0564  18.0394  -20.7429
C  8.7173  17.0487  -21.2852
O  9.6035  16.3062  -20.7943
O  8.2761  16.9591  -22.5263
C  8.7802  15.9421  -23.3179
H  9.4395  18.5747  -19.1687
H  7.9463  17.9269  -18.5848
H  7.9022  19.4446  -19.3090
H  8.4466  15.8386  -24.3504
H  8.6310  15.0135  -22.7669
H  9.8686  16.0005  -23.3195
C  8.0751  -0.3811  -18.8797
O  7.8034  -0.8678  -17.5904
C  6.6636  -1.4713  -17.4081
O  5.7125  -1.5113  -18.1873
O  6.6278  -1.7309  -16.0791
C  5.4613  -2.3272  -15.5099
H  8.6373  -1.1180  -19.4533
H  8.7498  0.4664  -18.7582
H  7.2096  -0.0115  -19.4296
H  4.6071  -1.9011  -16.0362
H  5.4709  -2.1491  -14.4346
H  5.5655  -3.3945  -15.7050
C  0.3738  8.4826  -14.1611
O  1.1456  7.2765  -14.1483
C  1.9385  6.9460  -15.2327
O  2.2450  7.6925  -16.1494
O  2.2960  5.6979  -15.0566
C  3.0266  5.0175  -16.0556
H  0.0883  8.8330  -15.1530
H  0.8767  9.3650  -13.7655
H  -0.4549  8.3971  -13.4582
H  2.9340  3.9486  -15.8631
H  4.0762  5.3110  -16.0762
H  2.5801  5.2364  -17.0255
C  19.0883  4.9752  -15.4954
O  18.5364  6.2140  -15.5730
C  17.5628  6.4897  -16.4194
O  16.9816  5.7376  -17.1515
O  17.2379  7.8087  -16.2752
C  15.9443  8.3164  -16.6489
H  19.4328  4.6864  -16.4884
H  18.2947  4.3324  -15.1146
H  19.8012  5.0892  -14.6788
H  15.8940  9.3578  -16.3309
H  15.0996  7.7285  -16.2898
H  15.8725  8.3624  -17.7356
C  8.1193  12.1852  -14.7213
O  7.0826  11.8222  -13.7874
C  6.9822  10.5849  -13.3424
O  7.7670  9.6437  -13.5722
O  5.9175  10.6044  -12.4425
C  5.7969  9.5111  -11.5786
H  9.1053  11.8178  -14.4368
H  8.1526  13.2494  -14.9547
H  7.9455  11.6514  -15.6556
H  5.4104  8.5815  -11.9964
H  5.0498  9.7536  -10.8229
H  6.6767  9.2706  -10.9817

Computed properties:
- total charge = -1
- HOMO level (eV) = -8.22
- E_LUMO (eV) = -1.12
- E_tot (eV) = -165519.9022


[4]
Density functional theory data (ωB97M-V with the def2-TZVPD basis set) for a gas-phase ion, C18H34F3N4O3S (charge +1).

Geometry (Å):
C  2.0765  4.5780  -1.2841
C  0.9201  4.1883  -2.1969
C  0.5284  2.7123  -2.1224
C  0.2781  2.2566  -0.6720
N  -0.7427  1.2105  -0.5781
N  -2.0927  1.5516  -0.2800
C  -2.4142  2.9898  -0.3403
C  -2.2824  3.7118  0.9933
C  -2.6687  5.1856  0.8578
C  -0.4008  -0.0290  -0.7346
N  -1.3232  -1.0983  -0.6118
S  -2.1055  -1.5184  -2.0144
O  -1.3394  -2.3749  -2.8338
O  -2.7227  -0.3418  -2.5120
F  -3.1980  -2.3842  -1.3462
C  -0.5185  -2.1050  0.2273
C  -0.9944  -3.5369  0.0466
C  -0.2120  -4.5887  0.8122
O  -0.6604  -5.6907  0.9609
C  -0.6768  -1.4995  1.6770
F  0.5460  -0.9975  2.1109
C  -1.2850  -2.3738  2.7702
C  -0.2628  -3.0916  3.6620
C  0.8886  -1.9180  -0.4373
C  2.1924  -2.2440  0.3018
C  3.0177  -3.3820  -0.3335
C  4.4486  -2.9701  -0.6223
F  4.9811  -2.3207  0.4793
N  0.8400  -0.5072  -0.9560
H  1.9271  4.2951  -0.2412
H  3.0160  4.1459  -1.6287
H  2.2040  5.6594  -1.2909
H  0.0466  4.8164  -2.0081
H  1.2227  4.3892  -3.2252
H  -0.3721  2.5222  -2.7056
H  1.3451  2.1191  -2.5366
H  -0.0265  3.0864  -0.0468
H  1.1906  1.8696  -0.2211
H  -2.6483  1.0654  -0.9710
H  -3.4679  3.0104  -0.6221
H  -1.8791  3.5087  -1.1385
H  -2.9407  3.2179  1.7077
H  -1.2717  3.6306  1.3962
H  -2.2301  5.7826  1.6533
H  -3.7488  5.3140  0.8944
H  -2.3174  5.6000  -0.0891
H  -2.0282  -3.6571  0.3625
H  -0.9561  -3.8270  -1.0040
H  0.7876  -4.3387  1.2044
H  -1.3054  -0.6168  1.5601
H  -2.0084  -3.0689  2.3497
H  -1.8568  -1.7018  3.4088
H  -0.7053  -3.9791  4.1069
H  0.0483  -2.4377  4.4730
H  0.6448  -3.3802  3.1367
H  0.8806  -2.5477  -1.3287
H  1.9973  -2.4861  1.3370
H  2.8266  -1.3565  0.3519
H  3.0281  -4.2539  0.3200
H  2.5888  -3.7098  -1.2837
H  5.0669  -3.8399  -0.8397
H  4.5061  -2.2958  -1.4792
H  1.6182  0.0518  -0.6259

Computed properties:
- energy relative to the best compared isomer or geometry (same formula, charge and spin) (eV) = 0.000
- total charge = +1
- HOMO level (eV) = -12.88
- E_LUMO (eV) = -3.15
- E_tot (eV) = -50300.0182